Entry 1:
Here is C55H45FGeP3V as an isolated structure from OMol25. Energies are from the ωB97M-V functional and the def2-TZVPD basis.

Summary:
E_HOMO (spin up / spin down) ... -9.0 / -8.9 eV
Spin multiplicity ... 4
Total charge ... +1
Frontier orbital gap (spin up / spin down) ... 6.27 / 6.25 eV
LUMO energy (spin up / spin down) ... -0.1001 / -0.0980 hartree

Last column: Mulliken spin population.
CARTESIAN COORDINATES (ANGSTROEM)
1 V -0.2723 -0.2790 -0.2035  2.35
2 F 2.7941 2.3507 2.4184  0.01
3 Ge 1.6368 1.3415 1.4887  0.27
4 C 1.8417 2.4738 -0.1113  0.04
5 C 3.0841 3.1020 -0.2504  0.03
6 C 3.3006 3.9971 -1.2874  0.00
7 C 2.2770 4.3114 -2.1770  0.00
8 C 1.0387 3.7098 -2.0415  -0.01
9 C 0.8276 2.7754 -1.0269  -0.09
10 P -0.7489 1.9174 -0.8204  0.09
11 C -1.2780 1.2749 -2.4285  0.03
12 C -2.5790 0.7564 -2.5075  0.05
13 C -3.0320 0.2030 -3.6935  0.01
14 C -2.1889 0.1398 -4.7979  -0.01
15 C -0.8907 0.6252 -4.7155  0.01
16 C -0.4288 1.1892 -3.5328  0.00
17 C -1.9161 3.2445 -0.3768  0.05
18 C -1.8268 3.7769 0.9097  -0.01
19 C -2.6432 4.8303 1.2887  0.00
20 C -3.5529 5.3651 0.3838  0.00
21 C -3.6377 4.8461 -0.8984  0.00
22 C -2.8218 3.7868 -1.2820  -0.01
23 C 2.7984 -0.2296 1.5731  0.02
24 C 3.6013 -0.3471 2.7122  0.00
25 C 4.5528 -1.3531 2.7970  0.00
26 C 4.7373 -2.2377 1.7391  0.00
27 C 3.9521 -2.1304 0.6044  -0.01
28 C 2.9761 -1.1373 0.5229  -0.02
29 P 1.8713 -1.0648 -0.9204  0.19
30 C 2.8566 -0.4333 -2.3067  0.07
31 C 4.0265 0.2848 -2.0809  -0.01
32 C 4.7302 0.8232 -3.1524  0.00
33 C 4.2729 0.6429 -4.4487  0.00
34 C 3.1042 -0.0744 -4.6797  0.00
35 C 2.3939 -0.6020 -3.6130  0.00
36 C 1.5628 -2.8327 -1.2673  -0.04
37 C 0.6921 -3.4796 -0.3870  0.01
38 C 0.4152 -4.8303 -0.5240  0.00
39 C 1.0075 -5.5503 -1.5533  0.00
40 C 1.8793 -4.9177 -2.4293  0.00
41 C 2.1607 -3.5632 -2.2888  0.00
42 C 0.2361 1.5634 2.8326  0.04
43 C 0.3572 2.6587 3.6958  0.01
44 C -0.5578 2.8352 4.7245  0.00
45 C -1.5934 1.9237 4.9164  0.00
46 C -1.7183 0.8331 4.0740  -0.01
47 C -0.8139 0.6576 3.0284  -0.11
48 P -0.9682 -0.7524 1.9122  -0.04
49 C -2.4749 -0.6520 1.0189  -0.10
50 C -3.2852 0.5573 1.0693  0.15
51 C -4.5631 0.5806 0.6720  -0.07
52 C -5.2170 -0.6758 0.2958  0.02
53 C -4.5544 -1.8288 0.2274  -0.03
54 C -3.0472 -1.9201 0.3529  -0.01
55 C -0.8788 -2.2463 2.9327  0.01
56 C -2.0255 -2.8270 3.4679  -0.02
57 C -1.9137 -3.9326 4.3026  0.00
58 C -0.6619 -4.4552 4.6048  0.00
59 C 0.4839 -3.8743 4.0769  0.00
60 C 0.3761 -2.7724 3.2388  -0.01
61 H 3.8699 2.9022 0.4663  0.00
62 H 4.2703 4.4694 -1.3932  0.00
63 H 2.4458 5.0311 -2.9686  0.00
64 H 0.2334 3.9652 -2.7220  0.00
65 H -3.2338 0.7993 -1.6401  -0.01
66 H -4.0422 -0.1817 -3.7560  0.00
67 H -2.5468 -0.2911 -5.7251  0.00
68 H -0.2358 0.5794 -5.5776  0.00
69 H 0.5819 1.5745 -3.4770  0.00
70 H -1.1206 3.3678 1.6221  0.02
71 H -2.5695 5.2333 2.2908  0.00
72 H -4.1923 6.1877 0.6789  0.00
73 H -4.3397 5.2648 -1.6078  0.00
74 H -2.8985 3.3945 -2.2877  0.00
75 H 3.4895 0.3618 3.5222  0.00
76 H 5.1646 -1.4400 3.6870  0.00
77 H 5.4914 -3.0119 1.8014  0.00
78 H 4.0878 -2.8300 -0.2130  0.00
79 H 4.3934 0.4241 -1.0714  0.00
80 H 5.6408 1.3797 -2.9700  0.00
81 H 4.8282 1.0555 -5.2817  0.00
82 H 2.7500 -0.2246 -5.6920  0.00
83 H 1.4792 -1.1525 -3.7989  0.00
84 H 0.2504 -2.9371 0.4453  0.04
85 H -0.2524 -5.3191 0.1747  0.00
86 H 0.7956 -6.6060 -1.6677  0.00
87 H 2.3505 -5.4816 -3.2243  0.00
88 H 2.8518 -3.0857 -2.9715  0.00
89 H 1.1718 3.3571 3.5649  0.00
90 H -0.4561 3.6847 5.3903  0.00
91 H -2.3007 2.0655 5.7251  0.00
92 H -2.5255 0.1234 4.2182  0.00
93 H -2.8559 1.4525 1.4962  0.00
94 H -5.1379 1.4952 0.7428  0.00
95 H -6.2879 -0.6714 0.1221  0.00
96 H -5.0788 -2.7521 0.0013  0.00
97 H -2.8070 -2.7869 0.9750  0.00
98 H -3.0006 -2.4137 3.2329  0.00
99 H -2.8044 -4.3850 4.7188  0.00
100 H -0.5794 -5.3182 5.2546  0.00
101 H 1.4590 -4.2783 4.3185  0.00
102 H 1.2700 -2.3163 2.8242  0.01
103 C -2.4637 -2.2251 -1.0505  0.03
104 H -1.5389 -1.6581 -1.2196  0.05
105 H -2.2222 -3.2794 -1.1973  0.01
106 H -3.1391 -1.9015 -1.8396  0.01

=====

Entry 2:
Here is C55H49Cl4GeHgN5S2 as an isolated structure from OMol25. Energies are from the ωB97M-V functional and the def2-TZVPD basis.

Summary:
E_HOMO (spin up / spin down) ... -2.4 / -3.0 eV
Spin multiplicity ... 2
Total charge ... -1
Frontier orbital gap (spin up / spin down) ... 4.15 / 4.85 eV
LUMO energy (spin up / spin down) ... 0.0646 / 0.0676 hartree

Last column: Mulliken spin population.
CARTESIAN COORDINATES (ANGSTROEM)
1 Hg 0.3920 0.3569 -0.3591  -0.03
2 Cl -3.0971 -6.9174 5.8067  0.00
3 C -2.6270 -5.5792 4.8300  0.00
4 C -1.3394 -5.5319 4.3045  0.00
5 C -0.9685 -4.4517 3.5047  -0.01
6 C -1.8764 -3.4108 3.2299  0.02
7 C -3.1673 -3.4747 3.7590  -0.03
8 C -3.5414 -4.5584 4.5616  0.01
9 C -1.4661 -2.3174 2.3296  -0.06
10 C -1.4550 -2.3232 0.9651  0.13
11 C -1.9766 -3.5290 0.3979  -0.05
12 C -1.8330 -3.4286 -0.8966  0.09
13 C -1.4138 -2.0756 -1.2179  -0.05
14 C -1.7395 -1.7819 -2.5052  0.10
15 C -2.3522 -2.7209 -3.4878  -0.01
16 C -3.7395 -2.8937 -3.5621  0.00
17 C -4.2843 -3.7813 -4.4940  0.00
18 C -3.4430 -4.4921 -5.3519  0.00
19 Cl -4.1181 -5.5829 -6.5012  0.00
20 C -2.0606 -4.3313 -5.2863  0.00
21 C -1.5165 -3.4498 -4.3524  0.00
22 C -1.2107 -0.5421 -3.0128  0.05
23 N -0.2869 0.0943 -2.3944  0.11
24 C 0.4334 0.6661 -3.4505  -0.10
25 C 1.7602 0.9687 -3.4471  0.10
26 C 2.4975 0.5185 -4.6722  -0.02
27 C 3.0653 1.3544 -5.6289  0.02
28 C 3.7980 0.7902 -6.6853  0.00
29 C 3.9636 -0.5974 -6.7815  0.00
30 Cl 4.8768 -1.2698 -8.0771  0.00
31 C 3.4063 -1.4415 -5.8322  0.00
32 C 2.6845 -0.8829 -4.7829  0.01
33 C 2.5285 0.9391 -2.1579  -0.01
34 C 3.6480 1.6459 -1.7906  0.04
35 C 3.7845 1.4036 -0.4183  -0.03
36 C 2.7739 0.4957 -0.0643  -0.03
37 N 2.2814 0.0548 -1.2178  -0.01
38 C 2.5418 -0.0112 1.3888  0.24
39 C 1.4243 -0.4624 2.0522  -0.11
40 C 1.4529 -0.8346 3.4799  0.13
41 C 0.3202 -1.4044 3.8829  -0.13
42 C -0.3943 -1.4145 2.6244  0.24
43 N 0.1095 -0.7697 1.6329  0.07
44 C 3.8341 -0.2138 2.1397  -0.03
45 C 4.3795 0.7251 3.0214  0.00
46 C 5.5975 0.4533 3.6549  0.01
47 C 6.2708 -0.7451 3.4003  0.00
48 Cl 7.7703 -1.0682 4.1822  0.00
49 C 5.7422 -1.6815 2.5174  0.01
50 C 4.5274 -1.4150 1.8894  0.01
51 C -0.3923 0.5954 -4.6387  0.03
52 C -1.4764 -0.1328 -4.3976  -0.06
53 N -0.8016 -1.4059 -0.0629  -0.03
54 H -0.6277 -6.3308 4.4900  0.00
55 H 0.0241 -4.4277 3.0544  0.00
56 H -3.8853 -2.6928 3.5233  0.00
57 H -4.5507 -4.6068 4.9586  0.00
58 H -2.3370 -4.4096 0.8958  -0.01
59 H -2.0944 -4.2285 -1.5652  0.00
60 H -4.3848 -2.3488 -2.8764  0.00
61 H -5.3602 -3.9186 -4.5366  0.00
62 H -1.4012 -4.8886 -5.9445  0.00
63 H -0.4364 -3.3293 -4.2776  0.00
64 H 2.9579 2.4316 -5.5545  0.00
65 H 4.2511 1.4375 -7.4305  0.00
66 H 3.5316 -2.5195 -5.8808  0.00
67 H 2.2650 -1.5423 -4.0161  0.00
68 H 4.2123 2.3434 -2.3904  0.00
69 H 4.4960 1.8737 0.2456  0.01
70 H 2.2910 -0.6865 4.1396  0.01
71 H 0.0323 -1.8151 4.8278  0.00
72 H 3.8566 1.6572 3.2183  0.01
73 H 6.0176 1.1784 4.3456  0.00
74 H 6.2594 -2.6135 2.3083  0.00
75 H 4.1072 -2.1425 1.1921  0.00
76 H -0.1413 1.0457 -5.5844  0.00
77 H -2.2801 -0.4260 -5.0414  0.00
78 C -2.9167 5.9312 -0.8568  0.00
79 C -2.3797 5.7036 0.5563  0.00
80 C -2.4186 4.2299 0.9904  0.00
81 C -1.4996 3.3328 0.1542  0.00
82 Ge -1.4944 1.4999 0.8293  0.01
83 C -3.0379 0.4179 0.2774  -0.02
84 C -4.4303 0.9189 0.6988  0.01
85 C -4.8383 0.6884 2.1671  0.00
86 C -4.0617 1.4963 3.1987  -0.01
87 H -2.9029 7.0179 -1.0845  0.00
88 H -3.9626 5.5655 -0.9340  0.00
89 H -2.2894 5.4170 -1.6127  0.00
90 H -3.0122 6.2868 1.2604  0.00
91 H -1.3395 6.0898 0.6256  0.00
92 H -3.4632 3.8662 0.9406  0.00
93 H -2.0828 4.1799 2.0492  0.00
94 H -0.4601 3.7181 0.2205  0.01
95 H -1.8102 3.3081 -0.9097  0.00
96 H -1.0560 1.4845 2.3120  0.01
97 H -2.8977 -0.6375 0.5928  0.04
98 H -3.0051 0.4435 -0.8326  0.00
99 H -5.1590 0.3283 0.1007  0.00
100 H -4.5652 1.9790 0.4075  0.00
101 H -4.7624 -0.3931 2.4131  0.00
102 H -5.9060 0.9849 2.2591  0.00
103 H -3.0117 1.1675 3.2451  0.01
104 H -4.4998 1.3202 4.2038  0.00
105 H -4.1221 2.5810 2.9726  0.00
106 S 1.6753 1.8562 1.0084  -0.14
107 C 2.6974 2.8647 1.8259  0.27
108 N 2.3309 3.5690 2.9423  0.08
109 C 3.2778 4.5510 3.4037  0.01
110 C 4.6609 4.0717 3.0050  0.00
111 S 4.3650 3.2136 1.4323  0.04
112 H 1.3552 3.5713 3.2178  -0.01
113 H 3.1789 4.6691 4.4863  0.00
114 H 3.0324 5.5061 2.9248  0.00
115 H 5.0451 3.3448 3.7275  0.00
116 H 5.3768 4.8908 2.9022  0.00
117 H 0.2988 1.7869 -1.2498  0.07